Entry 1:
This record from OMol25 describes one molecule with the formula C6H9N in a non-equilibrium geometry. The level of theory is the ωB97M-V functional and the def2-TZVPD basis.

E ... -288.59554 Ha
Net charge ... 0
LUMO energy ... 0.8575 eV
Frontier orbital gap ... 8.53 eV

Last column: Mulliken charge in e.
CARTESIAN COORDINATES (ANGSTROEM)
C -1.236 0.644 1.815  -0.38
C -0.633 0.834 0.763  -0.19
C 0.641 1.398 0.170  -0.46
N 1.011 0.653 -1.064  -0.56
C 0.119 -0.414 -0.811  0.65
C -1.190 -0.150 -1.009  -0.80
C 0.668 -1.570 -0.035  -1.32
H -2.173 0.354 2.222  0.31
H 0.429 2.433 -0.065  0.31
H 1.372 1.257 0.967  0.33
H 1.984 0.331 -1.050  0.34
H -1.943 -0.869 -0.734  0.38
H -1.491 0.714 -1.596  0.31
H -0.120 -2.079 0.522  0.35
H 1.460 -1.306 0.687  0.37
H 1.101 -2.231 -0.783  0.37


Entry 2:
This record from OMol25 describes C6H9N as an isolated structure in a non-equilibrium geometry. The level of theory is the ωB97M-V functional and the def2-TZVPD basis.

E ... -288.57679 Ha
Net charge ... 0
LUMO energy (spin up / spin down) ... 1.1247 / 1.1246 eV
Frontier orbital gap (spin up / spin down) ... 8.75 / 8.75 eV

Last column: Mulliken charge in e.
CARTESIAN COORDINATES (ANGSTROEM)
C -1.693 -0.846 0.206  -0.84
N -0.479 -0.560 -0.655  -0.18
C 0.736 -0.987 -0.182  -0.23
C 1.541 0.003 -0.928  -0.57
C 0.201 0.774 -0.808  -0.20
C 0.201 1.439 0.533  0.12
C 0.211 0.495 1.438  -1.27
H -1.720 -0.619 1.285  0.29
H -2.546 -0.338 -0.228  0.31
H -1.937 -1.903 0.131  0.34
H 0.916 -2.037 -0.066  0.40
H 1.854 -0.308 -1.921  0.29
H 2.411 0.376 -0.403  0.31
H -0.162 1.350 -1.643  0.39
H 0.260 2.484 0.766  0.46
H 0.225 0.658 2.493  0.37


We obtain energy above the lowest of the compared OMol25 structures with the same formula, charge and spin values of 489.7 538.9 kJ/mol for the records listed above, in that order.